# 1
A structure of composition C2Br2IO2. Source: OMol25; level of theory: ωB97M-V with the def2-TZVPD basis set.

Last column: Löwdin charge in e.
Atoms and positions in Å:
C1 1.98835 0.41001 0.63364  -0.533
C2 -1.01200 -0.63133 -0.24262  -1.641
O1 1.74753 -0.02419 -0.37191  0.152
O2 2.15775 0.86190 1.69387  0.142
Br1 -1.14203 1.03987 0.74195  0.324
Br2 -0.86816 -0.02749 -2.26741  0.128
I1 -2.87145 -1.62877 -0.18752  0.428

Summary:
Charge: -1
Molecular weight: 342.73 g mol⁻¹
Gap between HOMO and LUMO: 0.2399 Eh
Lowest unoccupied orbital energy: 0.1141 Eh



# 2
A structure of composition C26H26Br45ClN2. Source: OMol25; level of theory: ωB97M-V with the def2-TZVPD basis set.

Last column: Löwdin charge in e.
Atoms and positions in Å:
C1 -1.92632 3.53217 -2.96848  -0.139
C2 -1.61814 2.03743 -2.75073  -0.641
Cl1 -2.83956 1.43165 -1.53743  0.628
C3 -0.15306 1.79847 -2.26853  -0.173
C4 -0.10722 0.45068 -1.54035  -0.366
C5 -0.12189 -0.68363 -2.30434  -0.109
C6 -0.11388 -1.96783 -1.64341  -0.080
C7 -0.08083 -2.02469 -0.27993  -0.043
C8 -0.08786 -0.84878 0.55047  -0.267
N1 -0.08892 -1.03950 1.89540  -0.066
C9 -0.10500 0.17349 2.54982  -0.285
C10 -0.13373 1.41499 1.86911  -0.108
N2 -0.12810 1.58312 0.56058  0.158
C11 -0.10337 0.41422 -0.08977  -0.321
H1 -3.01120 3.65001 -2.84977  0.057
H2 -1.45492 4.18278 -2.22577  0.070
H3 -1.69579 3.81895 -4.00191  0.038
H4 -1.81690 1.45502 -3.65565  0.095
H5 0.18907 2.61410 -1.62925  0.065
H6 0.49735 1.65534 -3.14243  0.114
H7 -0.16314 -0.59962 -3.38878  0.123
H8 -0.14284 -2.84858 -2.27992  0.109
H9 -0.08609 -3.01017 0.18448  0.119
H10 -0.11619 0.20775 3.62699  0.007
H11 -0.16489 2.31797 2.48127  0.100
C12 -2.82741 -1.83684 5.06427  -1.579
Br1 -3.97443 -3.36708 4.77664  0.561
Br2 -1.78884 -1.36876 3.48206  0.887
Br3 -3.81663 -0.32668 5.75541  0.542
H12 -2.11504 -2.11805 5.82891  -0.121
C13 -2.43777 -0.29426 9.57681  -1.600
Br4 -4.30098 -0.49282 10.01159  0.538
Br5 -1.34579 -0.05006 11.14839  0.569
Br6 -1.80791 -1.75891 8.49581  0.542
H13 -2.34352 0.60471 8.98224  -0.032
C14 1.91203 5.61625 -3.82287  -1.595
Br7 0.23801 6.50943 -4.13973  0.529
Br8 2.05961 5.01367 -1.99779  0.589
Br9 2.20417 4.18554 -5.08027  0.557
H14 2.69540 6.34490 -3.98134  -0.030
C15 -5.00030 -3.26867 13.38790  -1.626
Br10 -5.17638 -1.95011 14.78323  0.573
Br11 -6.42438 -3.14193 12.09487  0.535
Br12 -3.28262 -3.17301 12.52571  0.554
H15 -5.07547 -4.23977 13.85670  -0.032
C16 -8.31397 0.03881 9.09581  -1.623
Br13 -7.69800 -1.78233 8.97712  0.537
Br14 -7.81138 0.84465 10.77371  0.558
Br15 -7.72118 1.08679 7.59154  0.571
H16 -9.39419 0.01443 9.06325  -0.030
C17 2.35936 1.04558 6.06547  -1.619
Br16 0.58832 0.61217 6.69018  0.575
Br17 3.33575 -0.53926 5.57159  0.574
Br18 2.31500 2.33605 4.63178  0.589
H17 2.88640 1.50367 6.89086  -0.030
C18 4.21584 0.76858 -0.75683  -1.583
Br19 5.21753 1.00143 -2.39014  0.565
Br20 2.57002 -0.19364 -1.05932  0.877
Br21 5.29024 -0.04024 0.63211  0.563
H18 3.94494 1.75640 -0.40944  -0.032
C19 1.67836 -4.67665 7.99195  -1.616
Br22 1.57857 -3.40124 9.43288  0.563
Br23 0.16008 -4.54935 6.80799  0.564
Br24 3.33779 -4.53323 7.02465  0.550
H19 1.65142 -5.66171 8.43665  -0.028
C20 1.06736 2.68091 -8.89373  -1.631
Br25 2.94917 2.68569 -8.47409  0.570
Br26 0.69681 1.71031 -10.51687  0.565
Br27 0.00679 2.03262 -7.42668  0.522
H20 0.77592 3.70902 -9.06556  -0.033
C21 0.78864 2.11038 -14.40671  -1.662
Br28 -0.44240 0.64705 -14.65512  0.552
Br29 1.80450 2.47575 -16.00104  0.567
Br30 -0.10517 3.68494 -13.74906  0.551
H21 1.49452 1.80553 -13.64488  -0.067
C22 -3.12441 5.23964 -8.34324  -1.621
Br31 -5.00604 5.17335 -7.93463  0.583
Br32 -2.04830 5.45187 -6.75723  0.547
Br33 -2.56729 3.71234 -9.37933  0.568
H22 -2.96223 6.11752 -8.95300  -0.029
C23 4.53065 -7.40591 3.69687  -1.659
Br34 2.72150 -7.64235 4.31260  0.550
Br35 4.90363 -5.56637 3.25528  0.571
Br36 5.80774 -8.11675 4.95569  0.571
H23 4.63326 -7.97752 2.78703  -0.120
C24 0.53080 9.34493 -0.81049  -1.621
Br37 1.66843 9.51173 -2.36186  0.554
Br38 -1.15705 8.51027 -1.23288  0.556
Br39 1.42853 8.44431 0.63684  0.565
H24 0.31070 10.34808 -0.47349  -0.033
C25 3.91428 -11.54387 3.08968  -1.629
Br40 2.15791 -11.99362 3.73855  0.574
Br41 4.90975 -13.10825 2.56877  0.581
Br42 3.83313 -10.24545 1.66459  0.609
H25 4.44939 -11.08190 3.90915  -0.046
C26 4.04400 -1.50567 -15.69707  -1.632
Br43 5.59020 -0.38058 -15.93522  0.568
Br44 3.15128 -1.14472 -14.02607  0.562
Br45 2.83797 -1.39061 -17.19616  0.560
H26 4.39683 -2.52648 -15.65267  -0.032

Summary:
Molecular weight: 3997.64 g mol⁻¹
Gap between HOMO and LUMO: 0.2940 Eh
Lowest unoccupied orbital energy: -0.0222 Eh



# 3
A structure of composition C29H56Br6N3O3. Source: OMol25; level of theory: ωB97M-V with the def2-TZVPD basis set.

Last column: Löwdin spin population.
Atoms and positions in Å:
C1 -1.65252 3.68012 0.20419  0.000
Br1 -0.84839 1.95343 -0.26314  0.000
Br2 -1.72846 4.89948 -1.35459  0.000
Br3 -0.65954 4.58046 1.64316  0.000
H1 -2.70514 3.51127 0.39886  0.000
C2 -6.19646 3.21329 0.67059  0.000
Br4 -5.36501 1.79775 -0.38899  0.000
Br5 -5.13450 4.86871 0.45936  0.000
Br6 -6.07515 2.65628 2.55181  0.000
H2 -7.21788 3.31001 0.32606  0.000
C3 -4.48248 -0.34152 3.85940  0.021
C4 -3.23381 -0.40859 4.75762  0.025
C5 -2.11411 -0.77338 3.80610  0.000
C6 -1.54750 0.44857 3.02126  0.000
C7 -1.08211 1.48762 3.99918  0.000
C8 -2.19854 1.97699 4.95493  0.023
N1 -3.07806 0.88773 5.45014  0.399
O1 -4.01305 1.27699 6.25514  0.494
C9 -1.38205 2.55408 6.12509  0.011
C10 -2.92642 3.14389 4.30090  0.014
C11 -3.37816 -1.62083 5.67322  0.007
H3 -5.33892 0.03797 4.41689  0.002
H4 -4.57998 -1.27030 3.30112  0.002
H5 -4.35873 0.42108 3.08642  0.000
H6 -1.26398 -1.33596 4.20660  0.000
H7 -2.40516 -1.48223 3.02676  0.000
H8 -2.33140 0.79519 2.34475  0.000
H9 -0.69214 0.09130 2.44606  0.000
H10 -0.70944 2.21959 3.27753  0.000
H11 -0.14949 1.08939 4.40510  0.000
H12 -1.96320 2.95938 6.95607  0.000
H13 -0.88035 1.74019 6.65357  0.000
H14 -0.73276 3.29337 5.66220  0.000
H15 -2.21102 3.96081 4.20257  0.001
H16 -3.29558 2.94250 3.29443  0.000
H17 -3.75612 3.56433 4.86932  0.001
H18 -3.54394 -2.52315 5.08616  0.000
H19 -4.34256 -1.57552 6.19088  0.000
H20 -2.60829 -1.63865 6.44231  0.000
C12 5.62342 -0.39183 -4.26680  0.006
C13 5.24939 0.60949 -3.15307  0.026
C14 5.72655 1.97565 -3.62591  0.000
C15 5.12358 3.18339 -2.91703  0.000
C16 3.58447 3.02590 -2.97551  0.000
C17 3.04078 1.67543 -2.51205  0.028
N2 3.77992 0.52117 -3.01044  0.379
O2 3.34934 -0.62828 -2.55249  0.511
C18 2.92740 1.71507 -0.95499  0.019
C19 1.53642 1.54131 -2.93593  0.007
C20 6.02766 0.29185 -1.88182  0.016
H21 6.63220 -0.29268 -4.67428  0.000
H22 4.99914 -0.34119 -5.16304  0.000
H23 5.54041 -1.45627 -4.03643  0.000
H24 6.79134 2.10338 -3.82802  0.000
H25 5.38518 2.04362 -4.66970  0.001
H26 5.35535 4.05923 -3.52480  0.000
H27 5.52513 3.35117 -1.91716  0.000
H28 3.26473 3.37067 -3.96091  0.000
H29 3.22283 3.82724 -2.32636  0.000
H30 2.48995 0.85848 -0.44248  0.003
H31 3.89614 1.88340 -0.47579  0.000
H32 2.30778 2.55841 -0.64503  0.001
H33 1.07257 0.94842 -2.14985  0.000
H34 1.08645 2.53210 -2.94460  0.000
H35 1.33598 0.94019 -3.82285  0.000
H36 5.96581 1.01148 -1.06541  0.000
H37 7.08348 0.18808 -2.12983  0.001
H38 5.62513 -0.65451 -1.51493  0.002
C21 -1.17236 -2.65251 -3.71663  0.016
C22 -1.06481 -3.92317 -2.89989  0.026
C23 0.34283 -4.48989 -3.08219  0.004
C24 1.49807 -3.68557 -2.43555  0.000
C25 1.10784 -3.52377 -0.95035  0.003
C26 -0.29937 -2.91110 -0.73476  0.024
N3 -1.26711 -3.75620 -1.44945  0.371
O3 -2.48360 -3.65460 -0.99467  0.529
C27 -0.48585 -2.92416 0.84603  0.001
C28 -0.30783 -1.41517 -1.13735  0.017
C29 -2.00789 -4.99571 -3.51249  0.000
H39 -1.51174 -2.87694 -4.73222  0.003
H40 -0.34009 -1.97734 -3.91737  0.000
H41 -1.97671 -2.00194 -3.36355  0.001
H42 0.30837 -5.46257 -2.58098  0.002
H43 0.52489 -4.68910 -4.13929  0.000
H44 1.70256 -2.76701 -2.98263  0.000
H45 2.38367 -4.32157 -2.40350  0.000
H46 1.83520 -2.92083 -0.40149  0.000
H47 1.15884 -4.49768 -0.45676  0.001
H48 -1.40255 -2.36665 1.03117  -0.001
H49 -0.53646 -3.90926 1.30488  0.000
H50 0.40810 -2.38432 1.15257  0.000
H51 -1.26507 -1.19676 -1.60537  0.001
H52 -0.21490 -0.76897 -0.26312  0.002
H53 0.52617 -1.14979 -1.78694  0.000
H54 -1.91193 -5.03669 -4.59644  0.000
H55 -3.03311 -4.62886 -3.41840  -0.001
H56 -1.88134 -5.95382 -3.01481  0.000

Summary:
2S+1: 4
Molecular weight: 974.21 g mol⁻¹
Gap between HOMO and LUMO (alpha / beta): 0.2771 / 0.3319 Eh
Expectation value of S²: 3.763
Lowest unoccupied orbital energy (alpha / beta): -0.0144 / -0.0145 Eh